Molecular formula: C40H53BaIN9PSe4Si3
Method: DFT, ωB97M-V with the def2-TZVPD basis set

The geometry in XYZ format:
```
112
Properties=species:S:1:pos:R:3:forces:R:3
H 1.783 -0.055 -3.582 0.091 -0.099 -0.237
C 4.410 -4.943 -1.824 -0.540 0.306 0.288
H 0.506 -4.584 -2.502 -0.214 0.126 -0.012
H 3.487 1.581 0.318 0.033 -0.117 -0.035
H -2.871 3.820 4.876 -0.072 0.015 0.056
H 4.501 -5.416 -2.799 -0.112 -0.012 -0.255
H -0.231 -5.255 0.210 -0.020 -0.103 -0.241
H 4.230 0.349 5.101 0.033 -0.009 0.001
N -2.657 -3.080 -5.645 -0.078 0.130 0.036
H 3.492 -1.799 -2.803 0.107 0.276 0.039
C 4.918 2.258 1.765 0.214 -0.047 -0.024
H 4.206 5.634 -2.627 0.062 0.004 -0.015
C 2.409 0.775 4.044 0.106 -0.083 0.020
C 1.409 -5.126 -2.239 0.395 0.409 0.371
Ba 0.233 -0.218 -0.668 1.353 0.108 2.119
C -2.030 1.603 2.486 -0.404 -0.413 0.175
C -1.744 0.789 -3.195 0.018 2.144 -0.377
H 2.856 -3.268 3.431 0.287 0.040 0.111
Se -2.513 -1.633 3.974 0.768 -0.128 0.249
H 5.645 1.502 1.505 0.046 -0.072 0.004
H -1.870 4.577 -2.818 0.063 0.040 0.067
H 0.429 5.080 1.815 -0.074 -0.228 -0.131
H 1.456 -4.228 3.873 -0.112 -0.240 0.022
H -3.045 -2.476 -6.350 0.031 -0.005 0.093
C 1.020 6.545 -1.970 -0.011 0.067 -0.145
H 3.474 -3.132 -3.935 0.072 -0.189 -0.137
H 4.469 4.868 3.867 0.010 0.007 0.031
C 2.920 4.670 -1.222 -0.035 0.077 0.069
C -1.733 -2.682 -2.300 -0.545 -1.160 -0.051
H -3.013 -4.018 -5.592 0.026 -0.017 0.037
H 6.246 -2.520 1.705 0.102 0.279 -0.005
C 2.466 -3.115 0.031 0.453 -0.311 0.012
C -0.804 3.504 2.238 -0.511 -0.064 0.511
H 1.246 -2.626 3.207 -0.202 0.205 -0.005
C 4.888 -1.009 -0.532 -0.560 -0.332 0.199
C -2.712 2.110 3.578 -0.086 0.297 0.260
C 4.257 4.142 3.092 0.029 0.047 0.071
C -1.829 3.508 -2.959 -0.223 -0.392 -0.604
H -0.182 -5.727 1.894 0.079 -0.091 0.179
C 2.943 -2.684 -3.098 -0.099 -0.318 0.571
C -1.464 2.666 -1.924 0.071 0.533 0.318
C -1.784 -0.650 -3.283 -0.379 -2.246 -0.482
H 5.412 -1.624 -1.255 0.107 -0.154 -0.244
C -2.386 3.385 4.013 -0.089 -0.292 -0.151
H 2.962 0.667 -2.525 0.199 -0.007 -0.116
C 1.656 4.632 -0.644 -0.152 -0.073 -0.115
I 1.678 2.560 -3.835 0.083 -0.151 -0.077
H 5.058 -1.158 3.316 0.130 -0.095 0.003
C -0.013 -4.897 1.211 0.599 0.337 -0.163
C 3.646 0.176 4.204 -0.154 0.107 0.034
C 3.229 5.632 -2.164 0.055 0.024 -0.039
H -2.307 1.060 -5.243 -0.006 0.025 0.038
N 0.150 4.163 1.485 0.310 0.258 -0.270
C -2.116 2.931 -4.196 0.042 0.558 0.622
H -1.236 -3.065 -0.361 -0.220 -0.109 0.187
H -2.233 0.606 2.122 -0.169 -0.066 0.070
H 5.050 -3.574 2.433 -0.101 -0.171 0.244
C 4.107 -0.660 3.205 0.129 -0.057 0.006
C 1.899 0.656 -2.766 -0.211 0.192 0.224
H 6.126 3.125 3.308 0.082 -0.036 0.036
C 2.794 -5.914 1.498 -0.277 0.614 -0.073
N 2.174 -0.271 1.907 -0.638 -0.019 -0.627
H -3.460 1.512 4.074 0.005 -0.173 -0.037
C -2.341 -2.492 -4.453 0.216 -0.821 0.358
C 2.761 3.264 1.421 -0.160 -0.218 -0.068
H 1.157 -5.851 -1.473 -0.090 -0.236 0.178
H 2.519 7.306 -3.295 0.022 0.056 -0.065
H -0.729 -4.125 1.474 -0.199 0.210 0.123
H -1.189 3.068 -0.955 -0.097 0.044 0.038
N -1.632 -3.440 -1.204 0.440 0.338 -0.300
H -1.759 -4.431 -1.288 -0.008 -0.023 0.030
H 3.661 3.936 -0.941 0.076 -0.041 -0.042
Se -3.632 -1.019 0.410 0.966 -0.739 0.197
N -1.401 1.354 -2.025 -0.554 -0.446 -0.801
C 3.053 4.190 2.413 -0.100 0.017 -0.030
Se -4.365 -1.408 2.655 -0.726 0.167 -0.194
C 3.348 -0.884 2.058 0.443 -0.522 -0.020
H 5.632 -0.398 -0.026 0.099 0.003 0.282
N -2.158 -3.298 -3.410 -0.085 0.094 -0.310
Si 1.793 -4.263 1.373 0.170 -0.099 -0.060
C 5.188 3.168 2.774 0.110 0.034 -0.028
H -1.125 5.099 3.644 -0.002 0.073 0.007
H -0.277 5.543 -0.597 -0.122 0.023 0.044
H 5.654 -3.912 0.830 0.014 -0.195 -0.207
P 1.175 3.257 0.471 0.896 0.525 0.002
C 3.710 2.300 1.095 -0.125 0.145 0.013
C 0.712 5.578 -1.030 -0.086 -0.057 0.036
H 1.985 1.419 4.801 -0.063 0.015 -0.011
H 1.969 -2.364 -3.462 -0.212 0.098 -0.038
C -2.082 1.564 -4.316 0.110 -0.719 0.401
H 0.745 0.955 2.703 -0.078 0.072 0.037
H 0.274 7.270 -2.269 -0.007 -0.003 0.020
H 5.273 -4.297 -1.693 0.253 0.207 0.047
H 3.854 -5.717 1.617 0.295 0.082 0.005
Si 2.777 -3.917 -1.639 0.094 0.127 0.017
H 2.473 -6.523 2.338 -0.169 -0.101 0.207
C 1.719 0.514 2.871 -0.237 0.286 0.351
N -1.094 2.274 1.834 0.202 0.102 -0.294
C -1.418 4.105 3.335 0.264 0.080 -0.194
C 5.357 -3.112 1.501 -0.615 0.249 -0.169
H -2.356 3.552 -5.046 -0.049 0.036 -0.069
H 2.344 4.967 2.662 -0.081 0.017 0.065
N -1.449 -1.383 -2.209 -0.537 0.719 -0.890
N -2.214 -1.175 -4.439 0.185 1.087 0.392
Se -5.185 0.365 -0.476 -0.532 0.730 -0.476
C 2.279 6.564 -2.547 0.058 0.148 -0.039
H 2.670 -6.499 0.592 -0.029 -0.171 -0.260
Si 3.900 -2.120 0.688 0.046 -0.375 -0.255
H 4.233 -0.338 -1.075 -0.166 0.160 -0.227
H 4.476 -5.723 -1.074 0.009 -0.219 0.268
C 1.844 -3.528 3.138 0.091 -0.066 -0.627
H 1.730 -5.671 -3.124 0.172 -0.040 -0.149
```
Positions in Å, forces in eV/Å.

The total charge is -2. Its LUMO energy is 3.47 eV.

These are the Löwdin partial charges, in e, on atoms 1 to 4: number 1, H, carries -0.13; number 2, C, carries -0.20; number 3, H, carries -0.01; number 4, H, carries 0.09

Molecular formula: C40H54BInN7S9
Method: DFT, ωB97M-V with the def2-TZVPD basis set

The geometry in XYZ format:
```
112
Properties=species:S:1:pos:R:3:forces:R:3
C -0.753 -3.323 2.437 0.344 -0.410 0.303
H -4.111 3.275 2.329 -0.103 -0.004 0.015
H 3.051 -4.479 -1.534 0.194 -0.049 0.101
H 3.186 -2.580 0.734 0.005 0.160 -0.046
H -3.433 -3.276 1.887 -0.178 -0.175 0.108
C -0.934 2.472 3.402 -0.033 -0.009 0.055
H -3.672 -4.557 -0.203 0.062 -0.204 0.060
C 3.313 -0.207 3.312 0.052 0.011 -0.068
H 2.835 7.484 -0.130 0.010 0.063 0.037
H -3.653 -3.293 -4.740 -0.046 -0.159 -0.007
H 1.902 -6.003 1.642 -0.007 -0.062 0.107
H -2.693 3.043 1.315 0.074 0.017 -0.173
C 3.154 -3.642 0.963 -0.258 -0.103 -0.027
H -5.062 -1.217 1.844 -0.186 -0.077 -0.075
H -3.008 0.218 -3.582 0.065 0.103 -0.008
H 3.790 -1.108 -3.391 -0.094 -0.092 -0.140
C -2.077 -0.159 2.372 0.521 -0.096 0.286
H 2.225 -0.566 1.523 -0.080 -0.078 -0.081
C -4.070 -3.410 -2.028 -0.043 -0.554 0.373
H 5.043 -0.876 0.136 -0.052 -0.145 0.104
C 4.288 0.072 -1.659 -0.037 -0.126 0.207
C 1.298 6.079 0.383 0.097 0.012 0.113
C -3.058 2.419 4.696 0.139 -0.047 -0.188
N -2.935 -1.113 1.944 -0.119 0.306 0.298
C 1.952 3.778 0.366 0.256 0.155 -0.026
H 4.060 -4.109 0.584 0.096 -0.002 -0.033
C 3.569 5.474 -0.111 0.124 0.113 0.007
H -0.459 2.341 2.433 0.046 0.004 0.026
H 4.270 0.438 5.117 0.051 -0.041 0.103
H -2.344 -2.199 -4.286 0.091 0.077 -0.010
H 3.949 2.840 4.617 0.050 0.046 0.071
S -0.448 5.403 -6.396 0.009 0.311 -0.373
H 4.191 -2.072 -1.970 -0.050 -0.169 0.100
C 4.444 -1.173 -2.526 -0.034 0.308 0.036
N -3.962 -2.058 -2.261 0.353 -0.282 0.725
S -0.344 4.620 -3.538 -0.058 -0.564 -0.432
H 4.003 3.372 -0.084 0.066 -0.034 -0.033
H -5.970 -2.901 -3.791 -0.043 -0.118 -0.022
H 0.524 6.822 0.491 -0.032 0.095 0.009
H -1.275 -3.183 3.360 -0.043 0.056 0.211
C -3.542 -1.479 -1.102 -0.332 0.231 0.111
H 3.140 -3.760 2.043 0.026 -0.020 0.159
C -4.207 -0.639 2.127 -0.403 0.331 0.353
N -2.804 0.911 2.818 -0.336 -0.617 -0.464
H 6.258 0.026 -0.768 0.169 -0.002 0.024
H 1.076 -6.269 0.102 -0.085 -0.061 -0.040
H -0.468 1.787 4.106 0.029 0.019 -0.094
B -2.789 -2.484 1.250 0.195 0.255 -0.145
H -4.661 0.542 -3.057 0.002 0.024 -0.045
S -0.416 -0.336 2.464 0.778 0.048 0.304
H -4.314 0.252 -4.765 -0.046 -0.112 -0.152
C 3.615 2.087 3.919 0.092 -0.046 0.098
C -2.440 2.244 3.302 0.215 0.551 0.272
C -0.443 -3.281 0.263 0.007 -0.153 -0.398
C 2.826 0.234 -1.216 0.218 -0.530 -0.250
C -3.726 -3.639 -0.749 -0.369 -0.284 -0.341
C -0.271 2.962 -2.943 -0.108 0.051 -0.627
C 1.942 -5.809 0.573 -0.020 0.218 -0.030
S -0.032 0.301 -3.635 -0.056 -1.079 0.087
C -3.381 -2.248 -4.613 -0.009 0.010 0.182
N 2.593 1.613 -0.816 0.058 0.320 -0.287
H 2.861 3.534 2.549 0.043 0.022 0.032
C 1.942 -4.299 0.286 0.531 -0.380 -0.350
N -1.334 -3.003 1.241 0.364 -0.280 0.053
H -0.755 3.491 3.742 -0.149 0.228 0.057
C -4.052 -0.032 -3.748 0.044 0.007 0.108
S -0.425 2.759 -1.244 -0.495 -0.182 0.120
H 4.584 5.746 -0.367 0.020 0.067 -0.026
H 2.843 -6.266 0.170 0.106 -0.046 -0.055
H -2.838 3.414 5.071 0.017 0.167 0.052
H 5.047 0.886 0.190 0.040 0.114 0.183
H -2.680 4.272 2.586 0.041 0.138 0.074
C 0.978 4.745 0.556 -0.029 -0.178 0.155
H -2.642 1.689 5.385 0.070 -0.109 0.090
H -4.337 -4.106 -2.793 -0.091 -0.136 -0.156
C 3.005 2.482 2.742 -0.043 0.132 -0.014
H -6.043 -1.491 -4.847 -0.010 0.059 -0.137
C -4.279 -1.532 -3.594 -0.311 0.362 -0.657
C 2.555 1.533 1.835 -0.226 0.207 -0.019
H 3.413 -1.260 3.527 -0.026 -0.111 0.050
C 5.219 0.024 -0.449 -0.117 0.204 -0.350
H -6.381 -1.323 -3.120 -0.053 0.073 0.060
H 2.034 -3.026 -1.467 -0.007 -0.005 -0.071
H 2.288 2.156 -1.620 -0.197 0.047 -0.107
H -0.031 4.444 0.781 -0.125 0.041 0.052
C -5.763 -1.835 -3.855 0.204 0.011 0.049
H 2.159 -0.057 -2.037 -0.031 0.065 0.198
N -3.394 -2.447 -0.166 -0.370 -0.097 -0.350
C 3.255 4.137 0.048 -0.138 -0.102 0.087
H 4.550 0.941 -2.271 -0.041 0.057 0.013
H 1.229 -4.106 2.907 0.126 -0.045 0.112
S 1.503 2.033 0.408 0.705 0.152 0.677
C 2.593 6.445 0.042 -0.064 0.044 -0.065
S -0.152 2.557 -5.555 -0.078 0.371 0.584
S -3.386 0.173 -0.798 0.547 0.813 0.010
N 0.709 -3.743 0.845 -0.550 0.525 0.296
C 2.677 0.187 2.149 -0.112 -0.099 -0.122
C -4.135 0.594 2.656 -0.599 -0.404 -0.074
H -3.460 -1.756 -5.578 -0.035 0.042 -0.086
H 2.629 -0.414 -0.364 -0.004 -0.186 -0.133
C -0.168 1.975 -3.875 0.072 1.073 -0.179
In -0.552 -0.160 -0.775 0.086 0.196 -0.470
H -4.136 2.288 4.671 -0.137 0.035 0.037
C -0.324 4.253 -5.229 0.108 -0.217 0.268
S -0.743 -3.146 -1.378 -0.146 0.144 -1.013
H 1.300 -4.591 -1.764 0.099 0.019 -0.058
H -4.921 1.273 2.907 -0.154 0.099 0.011
H 5.471 -1.261 -2.873 0.123 -0.070 -0.044
C 3.789 0.742 4.200 0.034 0.058 0.028
C 2.087 -4.083 -1.217 -0.023 -0.034 0.018
C 0.490 -3.777 2.208 -0.328 -0.083 0.626
C -3.023 3.274 2.324 0.078 -0.196 0.006
```
Positions in Å, forces in eV/Å.

The total charge is -1. Its LUMO energy is 2.16 eV.

These are the Löwdin partial charges, in e, on atoms 1 to 4: number 1, C, carries -0.13; number 2, H, carries 0.08; number 3, H, carries 0.09; number 4, H, carries 0.07

For each record above, in turn, the calculated energy values are -13187.88986 -5738.76378 Eh.
For each record above, in turn, the calculated ΔE to the lowest compared entry with this formula, charge and spin values are 118.1 91.0 kJ/mol.
For each record above, in turn, the calculated HOMO-LUMO gap values are 3.906 5.275 eV.